(1)
The following is a DFT calculation (ωB97M-V/def2-TZVPD) of a structure of composition C20H21BeFN5O5SSbSe4.

```
! wB97M-V def2-TZVPD RIJCOSX def2/J DEFGRID3
* xyz -2 1
Be 1.466 0.552 0.597
C 6.092 1.196 1.034
N 4.694 1.554 1.181
C 3.785 0.699 1.631
N 4.189 -0.501 2.108
O 2.557 1.036 1.691
H 6.606 2.058 0.617
H 6.210 0.371 0.324
H 6.516 0.934 2.007
H 4.363 2.280 0.541
H 4.977 -0.887 1.604
H 3.427 -1.176 2.203
N -0.133 0.876 1.225
S -1.275 0.813 0.132
C -2.190 2.347 0.190
C -1.772 3.314 -0.715
C -2.368 4.568 -0.675
C -3.359 4.841 0.256
C -3.763 3.865 1.160
C -3.177 2.610 1.131
C -2.514 -0.360 0.687
C -2.110 -1.344 1.576
C -2.984 -2.378 1.883
C -4.243 -2.421 1.304
C -4.630 -1.438 0.399
C -3.762 -0.407 0.077
H -0.401 1.246 2.128
H -0.969 3.087 -1.410
H -2.045 5.330 -1.371
H -3.818 5.822 0.284
H -4.534 4.083 1.889
H -3.487 1.840 1.827
H -1.108 -1.311 1.987
H -2.660 -3.167 2.549
H -4.917 -3.237 1.536
H -5.601 -1.485 -0.077
H -4.043 0.335 -0.660
F -0.779 -0.355 -3.672
C -0.800 -1.349 -2.783
C 0.319 -1.800 -2.191
N 0.284 -2.847 -1.289
C 1.491 -3.205 -0.541
C 1.758 -2.222 0.598
O 2.247 -2.626 1.655
O 1.477 -1.030 0.275
C -0.893 -3.434 -0.904
O -0.986 -4.315 -0.064
N -2.014 -2.938 -1.541
C -2.098 -1.891 -2.454
O -3.183 -1.518 -2.869
H 1.292 -1.360 -2.389
H 2.351 -3.123 -1.210
H 1.381 -4.215 -0.165
H -2.891 -3.319 -1.220
Se 3.261 1.054 -4.873
Sb 3.707 1.183 -2.486
Se 1.465 1.666 -1.365
Se 5.124 3.085 -1.805
Se 4.470 -0.982 -1.555
*
```

## Properties
* largest force on an atom: 0.35 eV/A
* energy relative to the best compared isomer or geometry (same formula, charge and spin): 0.00 kcal per mole
* calculated total energy: -320655.5646 eV
* M: 909.095 g/mol
* highest occupied orbital energy: -1.07 eV
* frontier orbital gap: 4.696 eV

***

(2)
The following is a DFT calculation (ωB97M-V/def2-TZVPD) of a structure of composition C20H21Br2Cl3N3O6TeTi.

```
! wB97M-V def2-TZVPD RIJCOSX def2/J DEFGRID3
* xyz -1 3
Ti -0.441 0.078 -0.814
O 0.162 0.276 0.921
C -0.756 0.223 1.992
C -1.906 1.158 1.649
N -2.228 1.000 0.216
C -2.442 2.295 -0.450
C -1.083 2.890 -0.842
O -0.834 4.062 -0.689
O -0.268 1.984 -1.319
C -3.276 0.011 -0.099
C -3.161 -0.323 -1.587
O -4.102 -0.652 -2.257
O -1.919 -0.181 -2.038
H 1.729 1.330 0.122
H -0.267 0.527 2.923
H -1.117 -0.805 2.116
H -1.591 2.195 1.795
H -2.791 0.972 2.268
H -2.995 2.988 0.192
H -3.010 2.128 -1.369
H -4.290 0.375 0.101
H -3.094 -0.906 0.474
C 2.388 3.384 1.396
C 3.204 2.730 0.333
C 4.429 3.133 -0.109
C 5.079 2.454 -1.156
C 4.417 1.384 -1.819
C 4.931 0.662 -2.910
Br 6.670 1.051 -3.568
C 4.221 -0.342 -3.543
C 2.945 -0.650 -3.095
Br 1.950 -1.971 -4.003
C 2.389 0.026 -2.015
O 1.144 -0.281 -1.616
C 3.127 1.008 -1.369
N 2.618 1.636 -0.254
H 2.969 4.153 1.902
H 2.060 2.654 2.139
H 1.494 3.841 0.963
H 4.890 3.990 0.359
H 6.057 2.757 -1.492
H 4.644 -0.873 -4.382
C -3.926 -3.996 2.671
Te -1.852 -3.815 2.275
C -1.616 -2.658 4.103
H -4.075 -4.580 3.575
H -4.361 -4.498 1.814
H -4.348 -3.003 2.802
H -1.684 -3.320 4.963
H -2.386 -1.891 4.179
H -0.639 -2.183 4.106
Cl 0.245 -4.955 -2.334
C -0.939 -3.770 -2.174
Cl -2.509 -5.229 -0.247
Cl -2.170 -3.636 -3.302
C -0.835 -2.815 -1.169
N -0.847 -2.025 -0.326
*
```

## Properties
* largest force on an atom: 1.31 eV/A
* energy relative to the best compared isomer or geometry (same formula, charge and spin): 33.18 kcal per mole
* calculated total energy: -245902.3791 eV
* M: 841.037 g/mol
* highest occupied orbital energy (spin up / spin down): -3.64 / -4.77 eV
* frontier orbital gap (spin up / spin down): 5.429 / 5.494 eV

***

(3)
The following is a DFT calculation (ωB97M-V/def2-TZVPD) of an isolated molecule of C20H21ClN4O2.

```
! wB97M-V def2-TZVPD RIJCOSX def2/J DEFGRID3
* xyz 0 1
C 4.312 -2.527 3.024
C 3.010 -2.362 3.299
C 1.934 -3.261 2.836
C 1.314 -2.739 1.525
C 1.621 -3.348 0.302
O 2.391 -4.474 0.277
C 3.732 -4.048 -0.168
C 0.792 -3.039 -0.879
N 0.949 -3.730 -2.071
C -0.210 -2.143 -0.773
C -0.399 -1.398 0.439
C -1.384 -0.394 0.601
N -2.255 0.058 -0.357
C -1.752 0.604 -1.628
C -2.088 1.993 -1.481
C -1.034 2.881 -1.026
C -1.359 4.272 -1.109
C -2.519 4.758 -1.666
O -2.793 6.050 -2.068
C -2.255 7.123 -1.274
C -3.422 3.908 -2.331
Cl -4.646 4.642 -3.333
C -3.251 2.530 -2.107
N -1.642 0.255 1.729
C -0.910 -0.126 2.816
N 0.033 -1.093 2.753
C 0.263 -1.729 1.540
H 4.722 -3.413 2.481
H 5.111 -1.849 3.410
H 2.645 -1.428 3.814
H 1.121 -3.216 3.610
H 2.378 -4.259 2.709
H 3.908 -3.042 0.161
H 4.428 -4.608 0.422
H 3.869 -4.137 -1.291
H 1.608 -4.513 -1.974
H 0.219 -3.706 -2.654
H -0.826 -2.005 -1.667
H -2.999 0.664 0.069
H -2.101 0.049 -2.513
H -0.713 0.526 -1.796
H -0.024 2.614 -0.667
H -0.614 5.017 -0.910
H -2.716 8.089 -1.408
H -2.379 6.958 -0.152
H -1.162 7.317 -1.498
H -3.799 1.775 -2.702
H -1.108 0.507 3.689
*
```

## Properties
* largest force on an atom: 6.06 eV/A
* structure (SMILES): C=CCc1c(OC)c(N)cc2c(NCc3ccc(OC)c(Cl)c3)ncnc12
* energy relative to the best compared isomer or geometry (same formula, charge and spin): 132.29 kcal per mole
* calculated total energy: -43655.2090 eV
* M: 384.867 g/mol
* highest occupied orbital energy: -7.73 eV
* frontier orbital gap: 8.137 eV

***

(4)
The following is a DFT calculation (ωB97M-V/def2-TZVPD) of a structure of composition C20H21CrN7O4.

```
! wB97M-V def2-TZVPD RIJCOSX def2/J DEFGRID3
* xyz 0 5
Cr 0.037 0.283 -0.027
O 0.386 0.380 4.105
C 0.443 0.478 2.879
N -0.441 0.131 1.940
C -1.707 -0.432 2.191
C -2.229 -0.718 3.452
C -3.496 -1.276 3.572
C -4.251 -1.550 2.445
C -3.752 -1.272 1.178
C -2.483 -0.714 1.033
N -1.863 -0.412 -0.191
C -2.392 -0.621 -1.397
O -3.508 -1.030 -1.721
C -1.401 -0.298 -2.509
C -1.787 -0.456 -3.832
C -0.866 -0.213 -4.835
C 0.422 0.169 -4.489
C 0.730 0.306 -3.148
N -0.159 0.092 -2.179
C 1.704 1.075 2.269
C 2.725 1.508 3.104
C 3.865 2.052 2.542
C 3.957 2.145 1.159
C 2.901 1.681 0.397
N 1.796 1.162 0.934
H -1.633 -0.497 4.323
H -3.889 -1.492 4.557
H -5.239 -1.982 2.543
H -4.333 -1.476 0.293
H -2.801 -0.775 -4.025
H -1.143 -0.329 -5.875
H 1.178 0.354 -5.239
H 1.726 0.582 -2.825
H 2.585 1.402 4.170
H 4.675 2.402 3.170
H 4.829 2.563 0.677
H 2.936 1.712 -0.685
C 4.900 -1.846 -0.123
O 3.784 -2.596 0.363
C 2.582 -2.113 -0.004
O 2.429 -1.139 -0.711
N 1.597 -2.881 0.525
N 0.276 -2.484 0.371
H 5.782 -2.370 0.233
H 4.878 -0.831 0.273
H 4.892 -1.808 -1.211
H 1.857 -3.629 1.149
H -0.173 -2.326 1.266
H -0.251 -3.150 -0.179
N -0.877 2.642 -0.254
H -1.382 2.641 0.626
H -1.571 2.689 -0.992
H -0.329 3.494 -0.290
*
```

## Properties
* largest force on an atom: 0.21 eV/A
* energy relative to the best compared isomer or geometry (same formula, charge and spin): 0.59 kcal per mole
* calculated total energy: -68126.4176 eV
* M: 475.429 g/mol
* highest occupied orbital energy (spin up / spin down): -6.70 / -7.00 eV
* frontier orbital gap (spin up / spin down): 6.978 / 7.245 eV